The ion C9H21ClN3O with charge +1, computed with ωB97M-V/def2-TZVPD.

E_HOMO, eV: -13.28
E_LUMO, eV: -3.09
SMILES string: CC[N+](CC)=C(O)NN(Cl)C(C)(C)C
Net charge: +1
Gap between HOMO and LUMO, eV: 10.19
Energy above the lowest of the compared OMol25 structures with the same formula, charge and spin, kcal per mole: 5.1

```
35
Properties=species:S:1:pos:R:3:lowdin_charge:R:1
C 0.647 -0.194 -0.944 -0.30
C 2.400 -1.858 1.413 -0.06
C 3.909 1.010 -1.056 -0.04
C -3.870 0.605 -0.843 -0.03
C -2.934 -0.270 1.385 -0.02
C -1.915 1.735 0.267 -0.04
C 2.062 -0.500 0.963 -0.25
C 3.186 -0.326 -1.048 -0.12
C -2.633 0.392 0.067 -0.64
N -0.392 -0.538 -0.201 0.04
N 1.787 -0.276 -0.397 0.01
N -1.695 -0.356 -0.764 -0.41
O 0.538 0.062 -2.340 0.13
Cl -2.126 -2.007 -1.410 0.65
H 3.163 -2.220 0.715 0.08
H 2.891 -1.717 2.377 0.10
H 1.686 -2.667 1.562 0.09
H 4.875 0.791 -1.496 0.09
H 3.457 1.812 -1.619 0.08
H 3.918 1.318 0.037 0.09
H -4.458 1.344 -0.428 0.07
H -3.500 1.006 -1.777 0.09
H -4.459 -0.218 -1.084 0.06
H -3.069 0.523 2.202 0.12
H -2.082 -1.010 1.516 0.09
H -3.876 -0.818 1.302 0.09
H -1.380 1.812 1.220 0.08
H -1.152 2.092 -0.457 0.09
H -2.649 2.629 0.305 0.13
H 1.202 -0.171 1.669 0.16
H 2.925 0.168 1.270 0.14
H 2.978 -0.489 -2.078 0.11
H 3.700 -1.116 -0.606 0.09
H -0.352 -0.605 0.804 0.12
H -0.212 -0.436 -2.695 0.10
```

A structure of composition C9H21CuO6, computed with ωB97M-V/def2-TZVPD.

E_HOMO, eV: -0.43
E_LUMO, eV: 4.04
Net charge: -2
Gap between HOMO and LUMO, eV: 4.47

```
37
Properties=species:S:1:pos:R:3:lowdin_charge:R:1
Cu 0.093 -1.137 0.890 0.69
C 3.147 0.299 3.800 -0.16
C 4.076 -0.340 2.735 -0.54
O 3.377 -1.434 2.206 -0.42
H 2.107 0.503 3.549 0.04
H 3.457 1.327 3.989 0.03
H 3.099 -0.266 4.731 0.05
H 5.069 -0.605 3.099 0.06
H 4.226 0.349 1.904 0.05
C -2.928 0.424 3.147 -0.18
C -3.521 -0.932 3.122 -0.60
O -3.050 -1.917 2.253 -0.37
H -3.112 0.913 2.190 0.06
H -1.888 0.487 3.468 0.05
H -3.436 0.929 3.969 0.05
H -4.502 -0.633 2.752 0.06
H -3.640 -1.272 4.150 0.07
C 0.861 -4.240 -4.301 -0.17
C 0.146 -3.320 -3.268 -0.54
O -0.145 -3.936 -1.981 -0.46
H 0.138 -5.029 -4.509 0.04
H 1.761 -4.529 -3.759 0.05
H 1.189 -3.898 -5.283 0.03
H -0.797 -2.953 -3.674 0.05
H 0.830 -2.486 -3.110 0.05
C -2.823 2.989 -2.371 0.02
O -1.466 3.596 -2.193 0.05
C -0.569 2.865 -1.681 -0.75
O -0.648 1.679 -1.213 0.04
O 0.494 3.416 -1.719 0.06
C 1.735 2.791 -1.478 0.00
H -3.316 3.629 -3.103 0.08
H -3.410 2.834 -1.466 0.10
H -2.742 2.020 -2.862 0.10
H 1.681 1.749 -1.795 0.11
H 1.886 2.781 -0.398 0.10
H 2.619 3.347 -1.789 0.09
```

A structure of composition C9H21EuI2O2P2, computed with ωB97M-V/def2-TZVPD.

E_HOMO (spin up / spin down), eV: -12.89 / -14.24
E_LUMO (spin up / spin down), eV: -7.80 / -7.67
Multiplicity: 7
Net charge: +2
⟨S²⟩: 12.01
Gap between HOMO and LUMO (spin up / spin down), eV: 5.09 / 6.57
Energy above the lowest of the compared OMol25 structures with the same formula, charge and spin, kcal per mole: 0.0

```
37
Properties=species:S:1:pos:R:3:lowdin_charge:R:1
I -0.458 0.165 2.504 0.26
I 2.161 0.029 1.664 0.67
Eu -0.812 -0.034 -2.483 1.47
P -0.222 -2.205 -0.645 0.61
C -0.301 -3.168 0.920 -0.31
C -1.436 -3.129 -1.674 -0.32
H -1.064 -4.156 -1.776 0.06
H 1.182 -3.980 -1.498 0.06
H -1.564 -2.695 -2.688 0.01
H 1.456 -2.458 -2.416 0.03
H -1.229 -2.901 1.447 0.02
H -2.409 -3.128 -1.158 0.06
C 1.296 -2.890 -1.416 -0.29
H -0.298 -4.258 0.725 0.08
H 2.159 -2.647 -0.783 0.04
H 0.555 -2.908 1.561 0.01
P -0.291 2.322 -0.820 0.62
C -0.558 3.363 0.649 -0.29
C 1.378 2.917 -1.316 -0.28
H -1.143 2.887 -3.081 0.02
H -1.070 4.294 -1.969 0.06
H -2.386 3.081 -1.794 0.05
C -1.324 3.230 -2.046 -0.33
H 1.717 2.385 -2.217 0.03
H 1.333 3.996 -1.533 0.07
H -0.850 4.377 0.328 0.07
H 0.356 3.415 1.260 0.03
H 2.073 2.714 -0.482 0.02
H -1.367 2.910 1.237 0.01
C -0.585 -2.510 4.291 -0.09
O -0.453 -2.259 5.398 0.03
C 2.197 1.814 4.314 -0.09
C 2.264 1.964 2.840 -0.73
O 2.378 2.975 2.188 0.02
H 1.156 1.650 4.633 0.07
H 2.542 2.767 4.746 0.12
H 2.818 0.979 4.658 0.10
```

A structure of composition C9H21F6NO8S2V, computed with ωB97M-V/def2-TZVPD.

E_HOMO (spin up / spin down), eV: -0.81 / -4.42
E_LUMO (spin up / spin down), eV: 2.61 / 2.57
Multiplicity: 5
Net charge: -1
⟨S²⟩: 6.00
Gap between HOMO and LUMO (spin up / spin down), eV: 3.42 / 6.99

```
48
Properties=species:S:1:pos:R:3:lowdin_charge:R:1
V -0.300 0.186 -0.026 0.60
C -0.556 3.543 1.224 -0.33
O -0.878 2.203 0.854 -0.44
H -1.429 3.967 1.719 0.04
H 0.264 3.606 1.939 0.04
H -0.370 4.237 0.404 0.03
C 1.293 -3.962 0.627 -0.63
F 1.185 -5.276 0.460 0.12
F 1.389 -3.664 1.920 0.11
F 2.356 -3.591 -0.118 0.11
S -0.366 -3.119 0.002 0.69
O -0.100 -2.755 -1.388 -0.34
O -1.468 -4.053 0.211 -0.32
N -0.376 -1.684 0.969 -0.43
S -1.175 -2.011 2.264 0.56
O -2.503 -1.467 2.281 -0.29
O -1.053 -3.358 2.794 -0.33
C -0.145 -1.011 3.606 -0.74
F -0.719 -1.082 4.769 0.17
F 1.073 -1.482 3.683 0.14
F -0.056 0.212 3.212 0.15
C 1.756 1.932 -3.302 -0.07
C 0.358 2.041 -2.620 -0.29
O -0.048 0.753 -2.252 -0.12
H 2.045 2.896 -3.719 0.07
H 1.667 1.349 -4.219 0.06
H 2.498 1.470 -2.651 0.06
H -0.293 2.569 -3.316 0.11
H 0.410 2.712 -1.763 0.10
H -0.139 0.207 -3.036 0.10
C 3.042 1.786 1.602 -0.06
C 2.809 1.333 0.144 -0.25
O 1.853 0.263 0.087 -0.16
H 2.127 1.803 2.195 0.07
H 3.405 2.805 1.743 0.07
H 3.746 1.188 2.180 0.07
H 3.687 1.183 -0.485 0.11
H 2.184 2.086 -0.335 0.10
H 2.329 -0.382 0.615 0.10
C -3.091 -1.416 -2.124 -0.07
C -3.656 -0.561 -1.007 -0.29
O -2.537 -0.092 -0.341 -0.15
H -2.858 -2.412 -1.746 0.06
H -2.131 -1.183 -2.585 0.06
H -3.823 -1.487 -2.928 0.07
H -4.294 -1.121 -0.323 0.13
H -4.136 0.303 -1.466 0.11
H -2.970 0.538 0.240 0.09
```

A structure of composition C9H21IrOS3Se3SiTe, computed with ωB97M-V/def2-TZVPD.

E_HOMO (spin up / spin down), eV: -10.70 / -10.80
E_LUMO (spin up / spin down), eV: -3.63 / -5.28
Multiplicity: 2
Net charge: +1
⟨S²⟩: 0.76
Gap between HOMO and LUMO (spin up / spin down), eV: 7.07 / 5.52
Energy above the lowest of the compared OMol25 structures with the same formula, charge and spin, kcal per mole: 3.7

```
40
Properties=species:S:1:pos:R:3:lowdin_charge:R:1
Ir 0.067 -0.004 -0.223 0.28
C -0.067 3.214 -0.606 -0.43
C -1.252 2.924 0.302 -0.44
S -1.262 1.319 1.162 0.82
C -0.146 1.445 2.580 -0.45
C 1.279 1.816 2.234 -0.42
S 1.964 0.684 0.961 0.85
C 2.807 1.874 -0.153 -0.43
C 2.224 1.926 -1.561 -0.49
S 0.419 1.781 -1.645 0.78
H 0.804 3.528 -0.037 0.06
H -0.326 4.028 -1.283 0.10
H -2.176 2.891 -0.278 0.09
H -1.371 3.715 1.043 0.10
H -0.197 0.426 2.970 0.08
H -0.569 2.128 3.317 0.10
H 1.911 1.725 3.117 0.10
H 1.353 2.837 1.869 0.07
H 3.849 1.562 -0.209 0.09
H 2.792 2.845 0.338 0.08
H 2.560 1.064 -2.137 0.04
H 2.541 2.831 -2.080 0.10
Se 1.619 -1.542 -1.352 0.11
Se 0.764 -2.070 -3.453 -0.03
Te -1.646 -2.282 -3.071 0.58
Se -2.054 -0.636 -1.296 0.03
C 1.275 -3.657 2.191 -0.16
Si -0.355 -2.927 1.637 0.23
C -1.589 -2.994 3.039 -0.16
C -1.011 -3.945 0.207 -0.20
O -0.128 -1.349 1.266 -0.66
H 1.195 -4.733 2.362 0.04
H 1.619 -3.201 3.123 0.03
H 2.047 -3.498 1.434 0.02
H -1.754 -4.024 3.367 0.04
H -2.556 -2.583 2.739 0.03
H -1.235 -2.431 3.906 0.03
H -1.119 -4.989 0.512 0.04
H -0.323 -3.922 -0.644 -0.01
H -1.993 -3.595 -0.119 -0.01
```

The molecule C9H21N3O, computed with ωB97M-V/def2-TZVPD.

E_HOMO, eV: -7.94
E_LUMO, eV: 0.76
SMILES string: C[C@H](CCNC(=O)N(C)C)N(C)C
Gap between HOMO and LUMO, eV: 8.69
Energy above the lowest of the compared OMol25 structures with the same formula, charge and spin, kcal per mole: 0.0

```
34
Properties=species:S:1:pos:R:3:lowdin_charge:R:1
O 0.200 0.159 3.516 0.00
C -0.684 -0.235 2.727 -0.51
N -1.672 -1.058 3.198 -0.15
N -0.680 0.215 1.416 0.05
N 1.831 2.272 -1.350 -0.24
C -2.744 -1.525 2.293 -0.05
C -1.642 -1.612 4.552 -0.05
C 2.596 3.537 -1.333 -0.08
C 1.250 1.963 -2.631 -0.09
C 3.277 0.227 -1.275 -0.06
C 0.277 1.169 0.891 -0.16
C 1.232 0.350 0.015 -0.18
C 2.356 1.181 -0.517 -0.40
H -1.280 -0.254 0.800 0.09
H -2.394 -2.263 1.577 0.08
H -3.569 -1.979 2.849 0.09
H -3.158 -0.679 1.770 0.08
H -2.225 -0.951 5.202 0.09
H -2.158 -2.592 4.541 0.08
H -0.622 -1.761 4.945 0.09
H 1.936 4.322 -1.741 0.08
H 3.457 3.478 -1.994 0.07
H 2.913 3.863 -0.367 0.07
H 0.409 1.284 -2.459 0.08
H 1.955 1.487 -3.294 0.07
H 0.855 2.834 -3.098 0.07
H 4.017 0.767 -1.785 0.05
H 2.687 -0.323 -2.020 0.08
H 3.726 -0.511 -0.564 0.10
H 0.790 1.728 1.707 0.14
H -0.267 1.912 0.260 0.12
H 1.636 -0.413 0.656 0.12
H 0.700 -0.144 -0.795 0.11
H 2.984 1.542 0.302 0.15
```